Density functional theory data (ωB97M-V/def2-TZVPD) for a cluster of 3 separate species, C22H50N9O3P2 in total in a non-equilibrium geometry.

multiplicity	1
total charge	+1
LUMO	-3.9	eV

Each line ends with the Löwdin charge.
Positions of all 86 atoms, in Å:
N  4.62  -1.88  -1.49  0.23
C  3.63  -2.72  -1.79  -0.34
N  3.92  -4.12  -1.78  0.09
C  2.53  -4.63  -1.62  -0.11
C  1.71  -3.71  -2.52  -0.21
C  0.28  -3.80  -2.03  -0.17
O  -0.58  -3.01  -2.83  -0.07
C  -1.81  -2.82  -2.16  -0.29
C  -1.95  -1.67  -1.42  -0.03
C  -3.12  -1.46  -0.71  -0.07
C  -4.12  -2.42  -0.77  -0.07
C  -3.97  -3.56  -1.54  -0.07
C  -2.79  -3.78  -2.25  -0.01
N  2.37  -2.44  -2.08  0.19
H  4.53  -1.13  -0.82  0.13
H  5.52  -2.06  -1.89  0.14
H  4.10  -4.30  -2.78  0.15
H  2.36  -5.70  -1.73  0.14
H  2.23  -4.31  -0.62  0.12
H  1.87  -3.86  -3.59  0.17
H  0.23  -3.44  -1.00  0.14
H  -0.03  -4.85  -2.04  0.15
H  -1.14  -0.95  -1.38  0.12
H  -3.21  -0.55  -0.12  0.11
H  -5.03  -2.26  -0.20  0.11
H  -4.76  -4.29  -1.59  0.11
H  -2.66  -4.68  -2.84  0.12
H  2.22  -1.60  -2.63  0.18
O  1.07  -1.47  3.40  -0.27
P  2.48  -1.01  3.57  0.68
N  3.31  -2.50  3.64  -0.32
C  4.39  -2.90  4.51  -0.12
C  3.35  -3.19  2.38  -0.16
N  2.35  -0.23  5.11  -0.33
C  2.50  -0.99  6.35  -0.13
C  1.15  0.61  5.19  -0.14
N  3.85  -0.04  3.07  -0.32
C  4.75  0.53  4.05  -0.13
C  3.49  0.99  2.07  -0.15
H  5.38  -2.56  4.16  0.08
H  4.43  -3.99  4.57  0.09
H  4.25  -2.56  5.53  0.05
H  4.16  -2.81  1.73  0.07
H  2.40  -3.07  1.84  0.06
H  3.49  -4.27  2.52  0.09
H  1.92  -1.92  6.35  0.09
H  2.17  -0.38  7.19  0.08
H  3.54  -1.21  6.55  0.06
H  0.25  0.03  5.39  0.08
H  0.99  1.14  4.25  0.07
H  1.27  1.36  5.97  0.08
H  4.30  1.34  4.63  0.09
H  5.62  0.92  3.51  0.09
H  5.12  -0.22  4.74  0.07
H  2.90  1.81  2.50  0.08
H  2.89  0.54  1.27  0.07
H  4.38  1.41  1.61  0.08
O  -3.87  2.48  -0.59  -0.28
P  -3.81  3.26  -1.87  0.69
N  -2.75  2.29  -2.79  -0.32
C  -1.67  2.70  -3.66  -0.13
C  -3.35  1.04  -3.21  -0.14
N  -3.06  4.72  -1.27  -0.33
C  -1.61  4.83  -1.19  -0.14
C  -3.67  5.16  -0.02  -0.14
N  -4.59  4.07  -3.20  -0.31
C  -4.02  5.27  -3.76  -0.13
C  -6.04  4.24  -3.00  -0.13
H  -2.01  3.00  -4.67  0.09
H  -0.98  1.86  -3.79  0.08
H  -1.08  3.51  -3.24  0.04
H  -3.96  1.16  -4.12  0.09
H  -3.98  0.64  -2.42  0.06
H  -2.58  0.29  -3.41  0.07
H  -1.14  3.95  -0.72  0.09
H  -1.35  5.71  -0.60  0.08
H  -1.17  5.00  -2.17  0.05
H  -3.29  4.60  0.85  0.08
H  -4.75  5.03  -0.04  0.07
H  -3.47  6.22  0.14  0.08
H  -4.11  6.14  -3.11  0.09
H  -4.55  5.49  -4.70  0.09
H  -2.97  5.15  -4.03  0.07
H  -6.26  5.00  -2.25  0.08
H  -6.49  3.30  -2.68  0.08
H  -6.52  4.53  -3.94  0.08

***

Density functional theory data (ωB97M-V/def2-TZVPD) for a structure of composition C22H50O28P2S5 in a non-equilibrium geometry.

multiplicity	1
LUMO	0.1	eV

Each line ends with the Löwdin charge.
Positions of all 107 atoms, in Å:
C  -2.98  1.24  0.98  -0.17
C  -2.12  1.42  2.21  -0.11
O  -1.44  2.69  1.95  -0.21
S  -2.25  3.58  0.92  0.58
O  -1.44  3.73  -0.23  -0.23
O  -2.79  4.72  1.55  -0.19
O  -3.44  2.55  0.66  -0.16
H  -3.84  0.60  1.16  0.12
H  -2.40  0.77  0.18  0.11
H  -1.33  0.68  2.29  0.11
H  -2.66  1.52  3.14  0.14
C  -1.98  -3.03  2.47  -0.09
C  -1.60  -2.34  1.14  -0.16
O  -2.81  -1.84  0.59  -0.21
S  -4.10  -2.51  1.21  0.58
O  -4.41  -3.72  0.53  -0.22
O  -5.07  -1.49  1.34  -0.21
O  -3.42  -2.88  2.59  -0.19
H  -1.57  -2.49  3.32  0.13
H  -1.79  -4.09  2.47  0.14
H  -1.08  -3.00  0.45  0.12
H  -0.98  -1.46  1.32  0.08
C  1.16  1.34  -1.84  -0.14
C  0.32  1.21  -0.60  -0.16
O  0.22  -0.21  -0.46  -0.21
S  -0.05  -0.84  -1.88  0.55
O  -1.44  -0.85  -2.15  -0.19
O  0.68  -2.04  -1.94  -0.20
O  0.68  0.30  -2.69  -0.18
H  2.22  1.23  -1.61  0.14
H  0.98  2.29  -2.33  0.14
H  -0.67  1.65  -0.73  0.10
H  0.73  1.71  0.28  0.13
C  3.10  -2.44  0.38  -0.12
C  2.20  -3.51  0.92  -0.15
O  1.14  -2.74  1.49  -0.21
S  1.81  -1.57  2.35  0.58
O  2.19  -2.09  3.60  -0.19
O  1.02  -0.40  2.31  -0.22
O  3.08  -1.43  1.42  -0.17
H  2.71  -1.95  -0.51  0.11
H  4.11  -2.75  0.14  0.14
H  2.68  -4.14  1.66  0.14
H  1.82  -4.15  0.12  0.15
C  -3.22  -4.29  -3.65  -0.14
C  -2.83  -3.95  -2.24  -0.15
O  -1.39  -3.97  -2.25  -0.22
S  -0.84  -4.90  -3.41  0.57
O  -0.24  -6.04  -2.84  -0.21
O  -0.13  -4.12  -4.35  -0.22
O  -2.25  -5.28  -4.03  -0.17
H  -3.13  -3.45  -4.34  0.11
H  -4.22  -4.71  -3.69  0.14
H  -3.14  -4.71  -1.53  0.13
H  -3.19  -2.96  -1.95  0.12
C  1.31  -1.02  6.83  -0.08
C  2.50  -0.10  6.79  -0.25
O  2.03  1.25  6.54  -0.16
P  2.98  2.27  5.80  0.35
O  4.10  1.68  5.06  -0.22
O  3.38  3.27  6.93  -0.16
C  4.60  4.02  6.86  -0.25
C  5.82  3.20  7.21  -0.09
O  1.96  3.11  4.93  -0.16
C  1.70  2.66  3.58  -0.27
C  2.32  3.62  2.61  -0.05
H  1.62  -2.06  6.71  0.08
H  0.75  -0.92  7.76  0.08
H  0.61  -0.77  6.03  0.07
H  3.05  -0.07  7.74  0.12
H  3.14  -0.44  5.98  0.10
H  4.74  4.48  5.88  0.12
H  4.45  4.80  7.61  0.12
H  6.00  2.43  6.46  0.06
H  6.70  3.85  7.24  0.08
H  5.77  2.75  8.20  0.08
H  2.12  1.66  3.43  0.09
H  0.62  2.59  3.48  0.11
H  1.97  4.62  2.83  0.09
H  3.41  3.57  2.71  0.08
H  2.11  3.30  1.59  0.07
C  -3.32  2.58  -3.90  -0.07
C  -2.17  3.30  -4.60  -0.24
O  -1.14  2.37  -4.99  -0.19
P  -1.45  1.38  -6.18  0.36
O  -2.47  1.84  -7.13  -0.21
O  -1.87  0.07  -5.38  -0.19
C  -2.52  -1.00  -6.07  -0.25
C  -1.52  -2.09  -6.43  -0.06
O  -0.05  1.05  -6.80  -0.16
C  0.99  0.38  -6.04  -0.23
C  1.93  1.35  -5.35  -0.07
H  -3.90  3.29  -3.32  0.08
H  -4.02  2.17  -4.63  0.08
H  -2.93  1.82  -3.23  0.07
H  -2.51  3.87  -5.46  0.11
H  -1.70  3.95  -3.85  0.12
H  -3.21  -1.46  -5.36  0.10
H  -3.05  -0.64  -6.95  0.11
H  -0.68  -1.73  -7.01  0.08
H  -1.16  -2.53  -5.50  0.04
H  -2.05  -2.89  -6.96  0.09
H  0.49  -0.23  -5.29  0.09
H  1.55  -0.23  -6.74  0.12
H  2.47  0.81  -4.58  0.07
H  2.64  1.79  -6.05  0.08
H  1.36  2.14  -4.87  0.06

***

Density functional theory data (ωB97M-V/def2-TZVPD) for a structure of composition C22H50O3P2PtS in a non-equilibrium geometry.

multiplicity	5
energy relative to the best compared isomer or geometry (same formula, charge and spin)	25.65	kcal/mol
total charge	+4
LUMO (alpha / beta)	-12.9 / -17.5	eV

Each line ends with the Löwdin spin population.
Positions of all 79 atoms, in Å:
Pt  0.05  -0.22  -0.64  0.87
C  1.90  -0.51  -1.04  0.17
O  3.04  -0.56  -1.21  0.08
C  -1.50  0.08  0.37  0.27
O  -2.57  0.32  0.76  0.16
P  -0.01  2.11  -1.22  0.28
C  -0.42  2.23  -3.02  0.09
H  -0.54  3.30  -3.26  0.02
C  -1.26  3.22  -0.44  0.03
H  -2.17  2.60  -0.46  0.00
C  1.62  2.93  -1.04  0.05
H  2.30  2.26  -1.60  0.00
C  1.40  -3.27  0.84  0.05
P  -0.14  -2.59  0.09  0.31
H  -0.74  -4.54  -1.19  0.02
H  2.17  -3.12  0.07  0.00
C  -1.51  -3.25  1.16  0.05
H  -1.28  -4.33  1.19  0.02
C  -0.97  3.57  1.04  0.00
H  -1.92  3.95  1.46  0.00
H  -0.23  4.40  1.07  0.00
H  -0.64  2.69  1.63  0.00
C  -1.58  4.51  -1.20  0.02
H  -0.76  5.23  -1.14  0.00
H  -2.45  4.98  -0.73  0.00
H  -1.83  4.35  -2.26  0.00
C  1.69  4.31  -1.70  0.04
H  1.26  4.34  -2.71  0.00
H  2.75  4.59  -1.80  0.01
H  1.22  5.08  -1.08  0.00
C  2.14  3.00  0.41  0.00
H  3.20  3.29  0.36  0.00
H  2.08  2.04  0.93  0.00
H  1.62  3.76  0.99  0.00
C  0.78  1.67  -3.79  0.01
H  1.66  2.33  -3.78  0.00
H  0.48  1.44  -4.82  0.00
H  1.17  0.76  -3.30  0.01
C  -1.75  1.52  -3.31  0.01
H  -1.76  0.48  -2.95  0.01
H  -1.97  1.51  -4.39  0.00
H  -2.59  2.04  -2.82  0.00
C  1.33  -4.78  1.14  0.04
H  0.99  -5.39  0.29  0.00
H  0.68  -4.99  2.01  0.00
H  2.34  -5.14  1.41  0.01
C  1.83  -2.51  2.11  0.01
H  1.13  -2.68  2.94  0.00
C  -1.46  -2.80  -2.33  0.02
H  1.93  -1.43  1.93  0.01
H  2.82  -2.90  2.42  0.00
C  0.98  -3.66  -2.21  0.00
H  -1.37  -1.70  -2.16  0.01
H  -1.28  -3.03  -3.40  0.00
H  -2.48  -3.08  -2.01  0.00
C  -0.38  -3.53  -1.49  0.08
H  0.81  -3.95  -3.26  0.00
H  1.62  -4.43  -1.75  0.00
H  1.53  -2.71  -2.20  0.00
C  -2.91  -3.08  0.55  0.00
H  -3.10  -2.02  0.31  0.00
H  -3.65  -3.39  1.32  0.00
H  -3.06  -3.73  -0.33  0.00
C  -1.51  -2.70  2.59  0.00
H  -1.44  -1.59  2.61  0.00
H  -0.70  -3.13  3.21  0.00
H  -2.46  -2.99  3.08  0.00
H  0.62  -0.88  -2.86  0.08
H  -0.08  -0.54  -2.87  0.07
C  1.01  2.31  4.09  0.07
S  0.80  0.63  3.46  0.34
C  0.24  -0.19  4.96  0.06
O  -0.32  0.63  2.45  0.56
H  2.07  2.48  4.34  0.00
H  0.41  2.46  5.00  0.01
H  0.71  3.03  3.33  0.00
H  -0.21  0.55  5.66  0.01
H  -0.52  -0.96  4.69  0.00
H  1.12  -0.68  5.45  0.00

***

Density functional theory data (ωB97M-V/def2-TZVPD) for a structure of composition C22H51BCdN4O2Si2 in a non-equilibrium geometry.

multiplicity	1
energy relative to the best compared isomer or geometry (same formula, charge and spin)	21.37	kcal/mol
LUMO	0.5	eV

Each line ends with the Löwdin charge.
Positions of all 83 atoms, in Å:
O  -0.20  -1.86  1.02  -0.33
O  -2.66  -0.61  -3.52  -0.18
C  0.68  -2.63  0.18  -0.24
C  1.22  -3.93  0.79  -0.05
H  1.53  -2.01  -0.08  0.09
H  0.20  -2.84  -0.77  0.11
H  1.69  -3.75  1.75  0.06
H  1.96  -4.38  0.14  0.08
H  0.43  -4.67  0.94  0.07
C  -1.35  -2.58  1.47  -0.26
C  -2.31  -3.12  0.41  -0.06
H  -1.92  -1.90  2.10  0.11
H  -1.04  -3.41  2.10  0.11
H  -2.81  -2.31  -0.10  0.07
H  -3.09  -3.73  0.88  0.08
H  -1.81  -3.75  -0.33  0.07
C  -3.67  0.37  -3.78  -0.27
C  -2.52  -1.64  -4.51  -0.26
C  -4.87  0.14  -2.86  -0.07
H  -3.97  0.39  -4.83  0.12
H  -3.26  1.35  -3.57  0.10
H  -5.33  -0.83  -3.03  0.06
H  -5.62  0.91  -3.01  0.07
H  -4.56  0.19  -1.81  0.07
C  -3.78  -2.50  -4.69  -0.08
H  -1.70  -2.28  -4.20  0.11
H  -2.22  -1.20  -5.46  0.11
H  -4.11  -2.93  -3.75  0.07
H  -3.58  -3.32  -5.38  0.07
H  -4.61  -1.92  -5.10  0.07
H  -0.53  0.98  -2.64  0.01
Cd  0.25  -0.11  2.05  1.31
C  -0.03  1.93  -2.68  -0.16
Si  0.97  2.18  -4.27  0.46
H  -0.86  2.63  -2.75  0.02
H  0.55  2.25  -1.86  0.01
C  1.82  0.60  -4.84  -0.19
C  2.30  3.47  -4.02  -0.19
C  -0.11  2.83  -5.66  -0.19
C  2.28  -0.03  1.59  -0.42
Si  3.66  0.96  2.44  0.38
H  2.53  -0.09  0.53  -0.05
H  2.28  -1.05  1.95  -0.09
C  4.40  2.20  1.26  -0.20
C  5.06  -0.22  2.85  -0.20
C  3.15  1.85  4.00  -0.19
H  0.50  3.14  -6.51  0.03
H  -0.68  3.70  -5.34  0.03
H  -0.81  2.08  -6.02  0.02
H  2.60  0.31  -4.14  0.03
H  2.28  0.74  -5.81  0.03
H  1.11  -0.22  -4.92  0.02
H  2.85  3.29  -3.10  0.02
H  1.87  4.47  -3.97  0.03
H  3.01  3.46  -4.84  0.03
H  5.25  -0.91  2.03  0.02
H  4.86  -0.80  3.75  0.02
H  5.98  0.34  3.04  0.02
H  2.84  1.15  4.77  0.02
H  2.34  2.54  3.80  0.03
H  3.98  2.43  4.40  0.03
H  5.28  2.67  1.70  0.03
H  3.71  3.00  1.01  0.02
H  4.72  1.73  0.33  0.02
B  -1.21  0.66  5.14  -0.42
N  -0.09  -0.40  5.04  -0.08
C  0.38  -1.07  6.12  -0.09
C  1.35  -1.96  5.70  -0.08
C  1.43  -1.79  4.34  -0.16
N  0.55  -0.82  3.97  -0.09
N  -1.70  1.32  3.81  -0.08
C  -2.73  2.19  3.80  -0.09
C  -2.96  2.59  2.50  -0.08
C  -2.02  1.91  1.75  -0.16
N  -1.27  1.15  2.57  -0.12
H  -0.84  1.53  5.88  0.07
H  -2.15  0.13  5.65  0.06
H  0.04  -0.94  7.14  0.13
H  1.92  -2.65  6.31  0.10
H  2.09  -2.33  3.68  0.09
H  -3.28  2.51  4.68  0.13
H  -3.72  3.27  2.16  0.10
H  -1.90  1.96  0.67  0.10

***

Density functional theory data (ωB97M-V/def2-TZVPD) for a cluster of 3 separate species, C22H51BNO11P2 in total in a non-equilibrium geometry.

multiplicity	1
total charge	+1
LUMO	-3.7	eV

Each line ends with the Löwdin charge.
Positions of all 88 atoms, in Å:
C  -3.48  -1.57  -4.80  -0.02
B  -2.57  -1.18  -3.46  -0.35
O  -3.34  -0.47  -2.37  0.03
N  -1.05  -1.47  -3.35  -0.18
C  -0.37  -0.20  -3.87  -0.05
C  -0.43  1.06  -2.82  -0.13
O  0.96  1.33  -2.33  -0.12
C  0.70  2.09  -1.06  -0.28
C  1.19  1.63  0.43  0.00
O  -0.03  3.20  -1.20  -0.01
C  -0.61  -1.87  -1.96  -0.11
C  -0.37  -3.49  -1.75  -0.14
C  1.08  -3.81  -2.53  -0.16
C  0.90  -3.15  -4.04  -0.14
C  -0.62  -2.58  -4.33  -0.13
H  -2.84  -1.72  -5.77  0.08
H  -4.15  -0.60  -5.00  0.11
H  -4.21  -2.44  -4.54  0.11
H  -3.71  -1.25  -1.83  0.14
H  0.73  -0.37  -4.23  0.17
H  -1.00  0.12  -4.83  0.17
H  -1.08  0.89  -1.86  0.14
H  -0.81  2.02  -3.39  0.16
H  0.77  2.45  1.19  0.12
H  2.36  1.59  0.53  0.08
H  0.74  0.60  0.79  0.09
H  -1.32  -1.52  -1.09  0.15
H  0.45  -1.36  -1.74  0.16
H  -1.25  -4.16  -2.12  0.12
H  -0.27  -3.70  -0.58  0.14
H  1.89  -3.15  -1.97  0.12
H  1.34  -4.95  -2.55  0.12
H  1.08  -4.06  -4.79  0.14
H  1.72  -2.34  -4.29  0.12
H  -0.60  -2.08  -5.41  0.15
H  -1.44  -3.42  -4.36  0.16
O  -5.81  -2.73  1.09  -0.26
P  -6.41  -1.54  1.87  0.76
O  -5.02  -1.22  2.73  -0.23
C  -4.00  -0.51  2.07  -0.32
C  -4.39  0.94  1.84  -0.08
O  -7.11  -2.55  3.00  -0.28
C  -7.48  -3.88  2.68  -0.29
C  -6.39  -4.84  3.13  -0.07
O  -7.08  -0.20  2.75  -0.23
C  -8.15  -0.35  3.66  -0.29
C  -7.64  -0.64  5.07  -0.06
H  -3.74  -1.00  1.13  0.09
H  -3.11  -0.54  2.72  0.12
H  -5.22  1.01  1.13  0.07
H  -3.55  1.51  1.44  0.08
H  -4.72  1.41  2.78  0.09
H  -7.71  -3.99  1.61  0.11
H  -8.40  -4.11  3.22  0.12
H  -5.41  -4.57  2.73  0.07
H  -6.61  -5.86  2.81  0.08
H  -6.30  -4.82  4.22  0.08
H  -8.87  -1.09  3.31  0.11
H  -8.69  0.61  3.69  0.12
H  -6.94  -1.48  5.10  0.07
H  -8.48  -0.87  5.74  0.08
H  -7.10  0.22  5.46  0.08
O  4.91  2.55  0.51  -0.26
P  6.38  2.71  0.04  0.77
O  7.02  1.86  1.31  -0.23
C  6.97  0.45  1.25  -0.31
C  7.91  -0.09  0.18  -0.09
O  6.50  4.23  0.74  -0.28
C  5.36  5.05  0.92  -0.29
C  4.84  4.91  2.34  -0.07
O  8.02  2.89  -0.47  -0.23
C  8.67  4.15  -0.55  -0.29
C  9.35  4.50  0.78  -0.06
H  5.94  0.12  1.06  0.10
H  7.27  0.07  2.23  0.12
H  7.58  0.21  -0.82  0.07
H  7.94  -1.18  0.22  0.08
H  8.92  0.30  0.32  0.09
H  4.58  4.84  0.18  0.10
H  5.67  6.09  0.76  0.12
H  4.65  3.86  2.61  0.07
H  3.91  5.47  2.48  0.08
H  5.58  5.28  3.06  0.08
H  7.98  4.93  -0.88  0.11
H  9.45  4.07  -1.32  0.12
H  8.68  4.41  1.63  0.07
H  9.74  5.52  0.75  0.08
H  10.18  3.81  0.97  0.08

***

no.,E (Ha)
1,-2269.166392
2,-5648.769984
3,-2292.305939
4,-2009.929380
5,-2458.318848